1.
The following is a DFT calculation (ωB97M-V/def2-TZVPD) of C11H14N2O4 in the gas phase at a distorted geometry.

Each line ends with the natural charge from an NBO analysis.
Atoms and positions in Å:
N -4.462 -1.323 0.717  -0.852
C -4.262 -0.628 -0.519  -0.312
C -2.888 0.091 -0.548  0.663
O -2.695 0.991 -1.410  -0.655
N -1.986 -0.410 0.283  -0.617
C -0.673 0.162 0.383  -0.136
C 0.272 -0.166 -0.860  -0.424
C 1.725 -0.098 -0.531  -0.075
C 2.346 -1.226 0.103  -0.174
C 3.689 -1.227 0.429  -0.299
C 4.457 -0.098 0.047  0.300
O 5.796 -0.016 0.359  -0.673
C 3.870 1.038 -0.463  -0.278
C 2.498 1.012 -0.747  -0.153
C -0.770 1.686 0.554  0.805
O -0.047 2.505 0.043  -0.590
O -1.657 1.959 1.484  -0.686
H -5.170 -2.032 0.529  0.372
H -4.786 -0.697 1.456  0.371
H -4.959 0.203 -0.701  0.201
H -4.330 -1.282 -1.388  0.219
H -2.320 -1.200 0.854  0.438
H -0.244 -0.168 1.340  0.232
H -0.057 0.513 -1.667  0.256
H -0.057 -1.191 -1.081  0.213
H 1.740 -2.115 0.305  0.203
H 4.199 -2.139 0.771  0.211
H 6.129 -0.874 0.658  0.476
H 4.380 1.956 -0.766  0.231
H 2.026 1.853 -1.250  0.230
H -1.764 2.920 1.617  0.503

Its energy above the lowest of the compared OMol25 structures with the same formula, charge and spin is 6.20 kcal per mole. The SMILES is NCC(=O)N[C@@H](Cc1ccc(O)cc1)C(=O)O. The lowest unoccupied orbital energy is 0.57 eV. Its electronic energy is -838.0668 Eh. The value obtained for the largest force on an atom is 3.42 eV/A.


2.
The following is a DFT calculation (ωB97M-V/def2-TZVPD) of a molecular structure, C11H14N2OS at a distorted geometry.

Each line ends with the natural charge from an NBO analysis.
Atoms and positions in Å:
C 4.386 0.390 0.168  -0.615
C 3.365 -0.741 -0.208  -0.411
C 2.201 -0.928 0.809  -0.413
C 0.882 -0.235 0.438  -0.053
C 0.160 0.386 1.444  -0.176
C -1.119 1.028 1.175  -0.256
C -1.660 1.057 -0.086  0.293
O -2.883 1.665 -0.278  -0.522
C -4.009 0.755 -0.307  -0.064
C -3.727 -0.689 0.162  -0.654
C -0.987 0.451 -1.221  0.047
N -1.399 0.424 -2.489  -0.575
S -0.192 -0.434 -3.222  0.907
N 0.806 -0.762 -1.994  -0.627
C 0.291 -0.195 -0.875  0.161
H 5.397 -0.057 0.209  0.209
H 4.191 0.851 1.151  0.202
H 4.391 1.157 -0.628  0.210
H 3.045 -0.580 -1.247  0.231
H 3.935 -1.693 -0.211  0.203
H 2.534 -0.462 1.760  0.211
H 1.995 -1.987 1.059  0.222
H 0.529 0.371 2.478  0.217
H -1.726 1.507 1.954  0.233
H -4.506 0.773 -1.298  0.186
H -4.750 1.172 0.409  0.178
H -4.715 -1.196 0.212  0.223
H -3.123 -1.281 -0.550  0.216
H -3.312 -0.743 1.183  0.219

Its energy above the lowest of the compared OMol25 structures with the same formula, charge and spin is 49.41 kcal per mole. The lowest unoccupied orbital energy is -0.55 eV. Its electronic energy is -1010.4557 Eh. The value obtained for the largest force on an atom is 2.58 eV/A.


3.
The following is a DFT calculation (ωB97M-V/def2-TZVPD) of C11H14N2S in the gas phase at a distorted geometry.

Each line ends with the natural charge from an NBO analysis.
Atoms and positions in Å:
C 0.395 -1.960 0.527  0.203
C -1.871 -0.824 3.947  -0.253
C -1.252 0.141 3.121  -0.251
C -2.548 -1.749 3.211  -0.448
C -1.482 -0.134 1.779  -0.229
C -0.573 0.559 -1.766  -0.408
C -1.632 0.199 -0.711  -0.470
C 0.482 -0.487 -2.004  -0.209
C 1.332 -1.027 0.282  -0.130
C -1.110 0.553 0.681  -0.170
C 2.674 0.284 -1.327  -0.426
N -0.493 -2.672 0.790  -0.392
N 1.518 -0.540 -0.956  -0.379
S -2.499 -1.549 1.540  0.538
H -1.915 -0.514 5.067  0.231
H -0.583 0.794 3.425  0.202
H -3.194 -2.589 3.449  0.232
H -1.041 0.614 -2.799  0.217
H 0.033 1.571 -1.701  0.205
H -2.622 0.593 -0.837  0.229
H -1.825 -0.951 -0.822  0.221
H -0.093 -1.481 -2.055  0.208
H 1.028 -0.326 -2.897  0.207
H 2.181 -0.894 1.032  0.238
H -0.594 1.552 0.868  0.210
H 2.980 0.410 -2.366  0.219
H 2.432 1.310 -1.100  0.188
H 3.687 0.209 -0.661  0.216

Its energy above the lowest of the compared OMol25 structures with the same formula, charge and spin is 143.58 kcal per mole. The lowest unoccupied orbital energy (alpha / beta) is 0.23 / 0.06 eV. Its electronic energy is -935.0476 Eh. The value obtained for the largest force on an atom is 5.15 eV/A.


4.
The following is a DFT calculation (ωB97M-V/def2-TZVPD) of 2 unconnected molecules or ions with the total composition C11H14N4O2S2 at a distorted geometry.

Each line ends with the natural charge from an NBO analysis.
Atoms and positions in Å:
C -3.284 2.722 0.325  -0.413
N -2.396 2.008 1.213  -0.468
C -2.592 2.257 2.583  0.793
O -3.457 3.025 2.993  -0.661
N -1.741 1.576 3.504  -0.419
C -1.936 1.828 4.928  -0.405
C -0.791 0.731 3.043  0.311
C -0.596 0.483 1.640  -0.135
C -1.425 1.139 0.646  0.660
O -1.313 0.972 -0.562  -0.678
N 0.417 -0.394 1.505  -0.561
C 0.826 -0.677 2.784  0.117
N 0.108 -0.004 3.750  -0.573
H -3.023 2.438 -0.691  0.234
H -4.320 2.451 0.543  0.204
H -3.158 3.799 0.465  0.203
H -1.200 1.223 5.456  0.235
H -1.786 2.893 5.126  0.204
H -2.954 1.537 5.205  0.204
H 1.635 -1.363 3.010  0.167
C 2.435 -2.157 -4.735  -0.432
C 2.011 -3.402 -3.971  -0.547
S 1.169 -3.010 -2.412  0.573
C 1.990 -1.676 -1.793  -0.462
S 3.139 -0.666 -2.497  0.567
C 3.615 -1.492 -4.040  -0.546
H 2.749 -2.457 -5.740  0.245
H 1.596 -1.455 -4.816  0.239
H 1.278 -3.984 -4.550  0.261
H 2.858 -4.047 -3.700  0.241
H 1.704 -1.400 -0.774  0.341
H 4.405 -2.204 -3.767  0.241
H 4.039 -0.696 -4.670  0.261

Its energy above the lowest of the compared OMol25 structures with the same formula, charge and spin is 35.21 kcal per mole. The lowest unoccupied orbital energy is -2.90 eV. Its electronic energy is -1593.3931 Eh. The value obtained for the largest force on an atom is 3.51 eV/A.